1.
# C2H2Cl2S

The molecule C2H2Cl2S (ωB97M-V with the def2-TZVPD basis set, the Open Molecules 2025 dataset).

Calculated values
Gap between HOMO and LUMO in eV: 10.4
HOMO energy in eV: -9.781
Total energy in eV: -37985.6734
Energy above the lowest of the compared OMol25 structures with the same formula, charge and spin in kJ/mol: 21.3
Max |F| in eV/A: 2.93
Structure (SMILES): Cl[C@@H]1S[C@H]1Cl

Geometry as ORCA input:
```
! RIJCOSX wB97M-V def2-TZVPD def2/J DEFGRID3
* xyz 0 1
C -0.52 -0.61 -0.01
C 0.51 0.63 0.01
S -1.22 1.02 -0.30
Cl -0.41 -1.76 -1.31
Cl 1.25 1.05 1.52
H -0.75 -1.06 0.94
H 1.16 0.74 -0.85
*
```

=====

2.
# C2H2Cl3OP

The molecule C2H2Cl3OP (ωB97M-V with the def2-TZVPD basis set, the Open Molecules 2025 dataset).

Calculated values
Gap between HOMO and LUMO in eV: 7.1
HOMO energy in eV: -8.632
Total energy in eV: -51006.6819
Energy above the lowest of the compared OMol25 structures with the same formula, charge and spin in kJ/mol: 464.7
Max |F| in eV/A: 2.84

Geometry as ORCA input:
```
! RIJCOSX wB97M-V def2-TZVPD def2/J DEFGRID3
* xyz 0 1
C 0.96 -1.15 0.98
C -0.68 1.65 -1.21
O 0.35 1.42 1.48
P 0.14 0.40 0.47
Cl 0.92 -2.48 -0.09
Cl -2.29 1.66 -0.55
Cl 0.16 3.14 -1.02
H 0.59 -1.40 1.97
H -0.64 1.24 -2.21
*
```

=====

3.
# C2H2Cl4O

A cluster of 2 separate species, C2H2Cl4O in total (ωB97M-V with the def2-TZVPD basis set, the Open Molecules 2025 dataset).

Calculated values
Gap between HOMO and LUMO (alpha / beta) in eV: 9.0 / 6.7
HOMO energy (alpha / beta) in eV: -8.478 / -7.501
Total energy in eV: -54239.3856
Energy above the lowest of the compared OMol25 structures with the same formula, charge and spin in kJ/mol: 332.4
Max |F| in eV/A: 4.69

Geometry as ORCA input:
```
! RIJCOSX wB97M-V def2-TZVPD def2/J DEFGRID3
* xyz 0 1
C -0.72 0.33 -0.22
C -1.57 -3.43 -1.00
O -0.38 0.50 1.08
Cl -0.42 -1.14 -1.01
Cl -2.78 -3.73 0.16
Cl -2.07 -3.72 -2.63
Cl -0.09 -4.17 -0.76
H -1.17 1.09 -0.65
H -0.19 -0.30 1.41
*
```

=====

4.
# C2H2Cl6

A cluster of 2 separate species, C2H2Cl6 in total (ωB97M-V with the def2-TZVPD basis set, the Open Molecules 2025 dataset).

Calculated values
Gap between HOMO and LUMO in eV: 11.5
HOMO energy in eV: -10.994
Total energy in eV: -77240.6012
Energy above the lowest of the compared OMol25 structures with the same formula, charge and spin in kJ/mol: 22.4
Max |F| in eV/A: 0.85
Structure (SMILES): ClC(Cl)Cl.ClC(Cl)Cl

Geometry as ORCA input:
```
! RIJCOSX wB97M-V def2-TZVPD def2/J DEFGRID3
* xyz 0 1
C -1.21 -1.17 -1.41
Cl -1.91 -1.08 0.20
Cl -1.86 0.15 -2.37
Cl -1.59 -2.71 -2.27
H -0.13 -1.06 -1.36
C 1.43 1.10 1.44
Cl -0.06 0.63 2.26
Cl 2.09 2.60 2.13
Cl 1.14 1.28 -0.32
H 2.08 0.26 1.69
*
```

=====

5.
# C2H2Cl7Cr

A structure of composition C2H2Cl7Cr (ωB97M-V with the def2-TZVPD basis set, the Open Molecules 2025 dataset).

Calculated values
Gap between HOMO and LUMO (alpha / beta) in eV: 3.7 / 5.6
HOMO energy (alpha / beta) in eV: -13.025 / -13.025
Total energy in eV: -118174.0921
Energy above the lowest of the compared OMol25 structures with the same formula, charge and spin in kJ/mol: 104.1
Max |F| in eV/A: 2.65
⟨S²⟩: 6.34

Geometry as ORCA input:
```
! RIJCOSX wB97M-V def2-TZVPD def2/J DEFGRID3
* xyz 1 5
Cr -3.14 3.93 -0.59
Cl -1.37 1.91 -0.61
C -1.23 -1.85 0.11
Cl -2.32 -1.86 -1.31
Cl -0.01 -3.07 -0.16
Cl -2.27 -2.18 1.53
H -0.80 -0.85 0.22
C 2.18 0.83 0.09
Cl 2.46 -0.61 -0.94
Cl 3.69 1.72 0.53
Cl 1.28 0.52 1.61
H 1.53 1.50 -0.47
*
```

=====

6.
# C2H2ClF3N2

A cluster of 2 separate species, C2H2ClF3N2 in total (ωB97M-V with the def2-TZVPD basis set, the Open Molecules 2025 dataset).

Calculated values
Gap between HOMO and LUMO in eV: 9.0
HOMO energy in eV: -8.543
Total energy in eV: -25758.4631
Energy above the lowest of the compared OMol25 structures with the same formula, charge and spin in kJ/mol: 0.0
Max |F| in eV/A: 3.88

Geometry as ORCA input:
```
! RIJCOSX wB97M-V def2-TZVPD def2/J DEFGRID3
* xyz 0 1
C 0.34 -0.44 -0.29
C 1.27 0.70 -0.05
N -2.27 -0.50 0.09
N -1.38 0.09 0.56
F 0.57 1.79 0.44
F 1.95 1.02 -1.08
F 2.14 0.39 0.87
Cl 0.75 -2.02 0.36
H -0.12 -0.53 -1.26
H -3.26 -0.48 0.37
*
```

=====

7.
# C2H2ClFO2

The molecule C2H2ClFO2 (ωB97M-V with the def2-TZVPD basis set, the Open Molecules 2025 dataset).

Calculated values
Gap between HOMO and LUMO in eV: 11.2
HOMO energy in eV: -11.071
Total energy in eV: -21440.0319
Energy above the lowest of the compared OMol25 structures with the same formula, charge and spin in kJ/mol: 127.9
Max |F| in eV/A: 4.05
Structure (SMILES): O=C(Cl)[C@H](O)F

Geometry as ORCA input:
```
! RIJCOSX wB97M-V def2-TZVPD def2/J DEFGRID3
* xyz 0 1
C 0.20 -0.06 1.10
C -0.50 0.08 -0.33
O -0.17 -0.88 1.91
O 0.29 -0.81 -1.40
F -0.62 1.40 -0.66
Cl 1.42 1.04 1.51
H -1.56 -0.53 -0.29
H 0.94 -0.26 -1.85
*
```

=====

8.
# C2H2ClFO2

The molecule C2H2ClFO2 (ωB97M-V with the def2-TZVPD basis set, the Open Molecules 2025 dataset).

Calculated values
Gap between HOMO and LUMO in eV: 11.3
HOMO energy in eV: -11.207
Total energy in eV: -21440.7359
Energy above the lowest of the compared OMol25 structures with the same formula, charge and spin in kJ/mol: 59.9
Max |F| in eV/A: 2.91
Structure (SMILES): O=C(Cl)[C@H](O)F

Geometry as ORCA input:
```
! RIJCOSX wB97M-V def2-TZVPD def2/J DEFGRID3
* xyz 0 1
C 0.76 0.76 -0.01
C -0.16 -0.44 -0.11
O 0.55 1.77 0.53
O -0.95 -0.48 1.05
F 0.49 -1.61 -0.27
Cl 2.04 0.54 -1.14
H -0.87 -0.29 -0.88
H -1.86 -0.25 0.81
*
```

=====

9.
# C2H2ClI

A cluster of 2 separate species, C2H2ClI in total (ωB97M-V with the def2-TZVPD basis set, the Open Molecules 2025 dataset).

Calculated values
Gap between HOMO and LUMO in eV: 9.1
HOMO energy in eV: -9.555
Total energy in eV: -22725.3961
Energy above the lowest of the compared OMol25 structures with the same formula, charge and spin in kJ/mol: 275.3
Max |F| in eV/A: 1.83

Geometry as ORCA input:
```
! RIJCOSX wB97M-V def2-TZVPD def2/J DEFGRID3
* xyz 0 1
C -1.40 -0.17 0.45
C -1.71 -0.93 -0.49
Cl 1.46 -0.61 0.14
I -3.65 0.03 0.07
H -0.71 0.46 1.02
H 0.90 -1.64 0.54
*
```

=====

10.
# C2H2ClINO2

A cluster of 3 separate species, C2H2ClINO2 in total (ωB97M-V with the def2-TZVPD basis set, the Open Molecules 2025 dataset).

Calculated values
Gap between HOMO and LUMO (alpha / beta) in eV: 2.9 / 2.8
HOMO energy (alpha / beta) in eV: -0.104 / -4.010
Total energy in eV: -28312.3116
Max |F| in eV/A: 3.55
⟨S²⟩: 2.01

Geometry as ORCA input:
```
! RIJCOSX wB97M-V def2-TZVPD def2/J DEFGRID3
* xyz -1 3
C -2.49 -0.04 -1.11
C 0.67 -0.22 0.47
N -0.52 0.29 0.38
O -2.01 0.57 -1.94
O -3.00 -0.72 -0.35
Cl -0.76 1.98 0.88
I 5.87 -1.04 0.63
H 0.56 -1.25 0.52
H 1.67 0.43 0.52
*
```